12
Properties=species:S:1:pos:R:3:forces:R:3 method="wB97M-V/def2-TZVPD" relative_energy_kcal_mol=100.4 fmax_ha_per_bohr=0.1400 smiles="C#[N+]C=C=CC" multiplicity=1 total_energy_ev=-6760.82209 total_charge=+1 homo_lumo_gap_ev=9.32
C -1.0621 2.7052 -1.1764 0.46 0.41 1.75
N -0.6574 2.3387 -0.1626 -1.93 1.34 -4.99
C -0.3439 1.4700 0.7348 2.75 -3.28 5.79
C 0.2929 0.3004 0.5212 -1.26 0.98 -0.64
C 0.8445 -0.8352 0.2759 1.55 -0.74 0.41
C 0.3136 -2.2174 -0.0465 0.57 -0.99 3.57
H -1.6446 3.0882 -1.9682 -0.15 0.36 -0.80
H -0.4230 1.7917 1.8075 -0.15 -0.10 -1.19
H 1.9509 -0.8639 0.2022 -0.50 0.63 0.21
H 1.0221 -3.0388 0.2207 0.43 1.12 -0.91
H 0.1521 -2.1154 -1.0608 -1.02 -0.85 -2.15
H -0.4452 -2.6235 0.6523 -0.74 1.12 -1.04



12
Properties=species:S:1:pos:R:3:forces:R:3 method="wB97M-V/def2-TZVPD" relative_energy_kcal_mol=160.3 fmax_ha_per_bohr=0.0770 multiplicity=1 total_energy_ev=-6758.22613 total_charge=+1 homo_lumo_gap_ev="9.41 / 9.22"
C -1.0481 -1.0127 0.4420 2.28 -1.79 -2.69
C 0.8001 0.6313 0.4319 -1.14 -2.00 1.03
C -0.3551 1.1892 -0.5091 0.47 1.78 -0.37
C 0.4445 -0.9639 0.1907 0.73 1.84 1.11
C -0.8027 -0.1572 -0.7979 0.29 -1.21 0.55
N -0.0653 -1.0959 -1.3633 -1.56 0.19 2.45
H -1.4655 -2.0042 0.6695 -0.60 0.70 -0.28
H 1.8441 0.9407 0.4003 -0.18 0.09 -1.19
H 0.5708 0.7497 1.4994 -0.35 0.24 -0.27
H -1.1479 1.7862 -0.0546 0.42 0.03 0.15
H 0.0609 1.6724 -1.3848 -0.01 0.19 -0.12
H 1.1643 -1.7355 0.4758 -0.36 -0.06 -0.37



12
Properties=species:S:1:pos:R:3:forces:R:3 method="wB97M-V/def2-TZVPD" relative_energy_kcal_mol=212.6 fmax_ha_per_bohr=0.0667 multiplicity=1 total_energy_ev=-6755.95907 total_charge=+1 homo_lumo_gap_ev=8.64
C -1.3646 0.3348 -0.1886 2.09 -1.18 2.02
C -2.3949 0.7283 -0.8238 -1.60 0.77 -1.00
C -0.5074 -0.7879 0.2098 -0.80 1.28 0.12
C -0.2635 -2.0648 0.0598 -2.69 0.41 -0.97
C 1.3816 1.3233 -0.3792 -2.93 -0.67 1.65
N -0.2344 0.5387 0.7059 2.82 1.19 0.26
H 0.5155 -2.6178 0.4794 1.05 -0.69 0.64
H -1.1327 -2.5499 -0.4850 1.61 0.24 0.46
H 0.7850 0.9774 -1.1917 0.63 -0.42 -0.98
H 1.2549 2.3613 -0.1938 0.02 0.84 0.25
H 2.2324 0.8536 0.0661 0.28 -0.56 -0.09
H -0.2719 0.9030 1.7410 -0.48 -1.20 -2.36



12
Properties=species:S:1:pos:R:3:forces:R:3 method="wB97M-V/def2-TZVPD" relative_energy_kcal_mol=115.2 fmax_ha_per_bohr=0.0917 multiplicity=1 total_energy_ev=-6760.18173 total_charge=+1 homo_lumo_gap_ev=9.32
C 2.7112 0.1373 -0.0974 -3.31 2.22 0.07
C -0.8852 0.2536 0.6242 0.70 0.73 -0.11
C 1.5438 0.9241 -0.2997 0.37 0.65 -2.11
C 0.4073 0.6971 0.2548 -0.77 -1.24 1.29
C -1.4562 -0.8965 -0.1606 -1.00 1.39 -2.54
N 3.3697 -0.6690 0.3056 3.30 -3.13 1.24
H -1.2992 0.2476 1.6593 0.86 0.93 -0.49
H -1.2079 1.2636 0.0983 -0.05 -0.33 0.39
H 1.6993 1.5185 -1.2178 -0.81 0.61 0.59
H -0.7977 -1.1667 -0.9908 -0.30 0.11 -0.05
H -2.4600 -0.5428 -0.5596 1.20 -0.67 0.33
H -1.6251 -1.7670 0.3837 -0.18 -1.27 1.39



12
Properties=species:S:1:pos:R:3:forces:R:3 method="wB97M-V/def2-TZVPD" relative_energy_kcal_mol=121.3 fmax_ha_per_bohr=0.0825 multiplicity=1 total_energy_ev=-6759.91765 total_charge=+1 homo_lumo_gap_ev=10.01
C -0.4150 -1.4338 0.5210 3.65 2.15 0.16
C -0.7174 1.1267 -0.4171 2.66 -0.10 -1.61
C 0.3900 1.2400 0.5652 1.45 0.39 0.02
C 0.8163 -1.2682 -0.5957 -0.23 1.60 2.78
C 0.0773 -0.1234 -0.0804 -1.65 0.85 0.76
N 0.7486 -2.1198 0.4201 -0.96 -0.94 0.01
H -1.3481 -1.8573 0.6180 -2.10 -0.98 0.42
H -1.7501 1.1413 -0.1926 -0.78 0.18 0.34
H -0.3405 1.6136 -1.3148 -0.91 -0.22 -0.34
H 1.3521 1.8765 0.4427 -1.66 -1.59 -0.74
H 0.1555 1.3228 1.5697 -0.70 -0.22 1.94
H 1.0315 -1.5183 -1.5360 1.22 -1.11 -3.75



12
Properties=species:S:1:pos:R:3:forces:R:3 method="wB97M-V/def2-TZVPD" relative_energy_kcal_mol=80.2 fmax_ha_per_bohr=0.0688 smiles="C=C1C[C@H]1C#[NH+]" multiplicity=1 total_energy_ev=-6761.69771 total_charge=+1 homo_lumo_gap_ev=10.39
C -1.5947 1.1140 -0.0211 -1.42 3.06 1.05
C -0.7180 0.1639 -0.0403 0.01 -1.85 -0.14
C -0.4466 -1.2224 -0.3805 -1.80 -1.29 -0.73
C 0.4360 -0.4829 0.7157 -1.35 -0.47 -1.07
C 1.6313 -0.0522 0.2269 0.61 0.52 -0.63
N 2.5411 0.3730 -0.3221 -0.18 -0.76 0.44
H -2.5463 1.0916 -0.5880 0.91 -0.33 0.08
H -1.5314 2.0733 0.6132 0.30 -1.75 -0.95
H -0.0328 -1.5034 -1.3911 0.06 0.55 1.34
H -1.2424 -2.0328 -0.0718 1.94 1.70 -0.03
H 0.4021 -0.6778 1.7462 -0.28 -0.48 1.23
H 3.1019 1.1557 -0.4871 1.21 1.09 -0.59



12
Properties=species:S:1:pos:R:3:forces:R:3 method="wB97M-V/def2-TZVPD" relative_energy_kcal_mol=146.3 fmax_ha_per_bohr=0.0870 smiles="C#C[N+]1(C)C=C1" multiplicity=1 total_energy_ev=-6758.83501 total_charge=+1 homo_lumo_gap_ev=10.71
C 2.5024 0.1546 0.0392 -3.28 -0.06 -0.17
C 1.2864 0.1365 0.0907 3.20 0.27 -0.18
N -0.0945 0.1425 0.0623 0.51 -2.17 0.22
C -0.7393 -1.1870 -0.0120 1.30 -2.14 3.71
C -0.7947 1.1885 -0.6405 -0.41 0.48 2.85
C -0.8960 1.1903 0.6306 0.39 1.18 -2.53
H 3.5378 0.1595 -0.1671 0.54 0.01 0.21
H -1.6034 -1.2912 0.7207 1.20 0.47 -0.82
H -1.0891 -1.3965 -0.9619 -0.51 -0.20 -2.08
H 0.0885 -1.9218 0.2867 -1.49 0.78 -0.51
H -1.1756 1.1615 -1.5645 -0.89 0.55 -3.50
H -1.0225 1.6631 1.5159 -0.56 0.84 2.80



12
Properties=species:S:1:pos:R:3:forces:R:3 method="wB97M-V/def2-TZVPD" relative_energy_kcal_mol=89.3 fmax_ha_per_bohr=0.0779 multiplicity=1 total_energy_ev=-6761.30509 total_charge=+1 homo_lumo_gap_ev=12.53
C -3.2086 -0.2486 -0.8481 -1.46 -1.16 -2.84
C 0.1110 1.5496 0.4922 1.22 2.34 -3.01
C 0.5607 0.3405 0.1595 -1.65 -0.34 2.92
C -0.5503 0.5732 1.0410 1.02 -2.33 1.01
C 1.4285 -0.6965 -0.2983 1.02 -0.73 0.14
N -2.3319 0.0393 -0.2084 1.47 0.77 2.04
H -3.7468 -0.6084 -1.7167 -0.45 0.24 0.67
H 0.1624 2.5159 0.1006 0.13 1.67 0.33
H -1.0443 0.3296 1.9561 -0.67 -0.42 -0.12
H 2.4378 -0.6650 0.1553 -0.56 0.33 0.36
H 1.6896 -0.5474 -1.3189 -0.14 -0.18 -1.14
H 0.9973 -1.6622 -0.0621 0.06 -0.18 -0.35



12
Properties=species:S:1:pos:R:3:forces:R:3 method="wB97M-V/def2-TZVPD" relative_energy_kcal_mol=134.7 fmax_ha_per_bohr=0.0726 smiles="[NH2+]=C=C=C1CC1" multiplicity=1 total_energy_ev=-6759.33802 total_charge=+1 homo_lumo_gap_ev=9.41
N 2.4393 -0.5039 0.3518 3.46 0.90 0.95
C 1.9073 0.5456 -0.1423 -2.79 -1.10 -0.17
C 0.7449 0.8340 -0.5859 1.43 -0.35 -0.16
C -0.2912 0.2787 0.0262 -3.60 0.75 -0.67
C -1.6626 0.7901 0.2645 1.52 1.05 -1.83
C -1.4144 -0.5721 -0.4245 0.64 0.70 1.48
H 2.5582 -1.4142 -0.0929 -0.27 0.31 -0.07
H 3.0969 -0.2295 1.0788 0.37 -1.10 0.09
H -1.7602 1.7296 -0.3074 -0.45 -0.60 0.46
H -2.2309 0.6778 1.1272 -0.62 -0.11 1.53
H -1.9160 -1.3366 0.1264 0.39 -0.43 0.92
H -1.4714 -0.7995 -1.4217 -0.09 -0.03 -2.52



12
Properties=species:S:1:pos:R:3:forces:R:3 method="wB97M-V/def2-TZVPD" relative_energy_kcal_mol=235.9 fmax_ha_per_bohr=0.1441 multiplicity=1 total_energy_ev=-6754.94758 total_charge=+1 homo_lumo_gap_ev="7.99 / 7.33"
C -0.1241 -1.6210 -0.4959 0.14 -1.91 -0.35
C -0.4475 -0.4876 -0.6971 -0.98 6.89 -0.52
C -0.0291 2.9721 -0.2444 0.12 -7.18 1.81
C -0.2677 -3.0133 -0.4433 -2.76 -0.38 -0.42
C 0.5426 2.1896 0.9250 3.36 1.52 -1.57
N -0.1515 1.6654 -0.2272 0.48 0.81 -0.24
H -1.3032 -3.2933 -0.0614 1.13 0.31 -0.80
H 0.3096 -3.1228 0.3870 2.20 -1.67 2.75
H 0.0712 -3.5662 -1.2904 0.21 -0.30 -0.46
H 0.1249 2.3316 1.8490 -1.69 -0.24 2.08
H -0.3991 3.7856 -0.7175 -0.82 2.47 -1.70
H 1.6739 2.1600 1.0163 -1.40 -0.33 -0.58



12
Properties=species:S:1:pos:R:3:forces:R:3 method="wB97M-V/def2-TZVPD" relative_energy_kcal_mol=192.6 fmax_ha_per_bohr=0.0858 multiplicity=1 total_energy_ev=-6756.82769 total_charge=+1 homo_lumo_gap_ev="6.73 / 7.69"
C -1.4066 -0.7302 -0.2537 0.88 -0.35 -0.40
C -1.5236 0.6488 -0.3891 -2.15 -0.85 0.41
C 1.3511 1.0180 -0.3265 -1.96 1.62 -1.00
C 1.3290 -0.3038 0.0990 1.53 -4.01 1.02
C -0.1870 -0.5247 0.5737 0.74 1.68 -0.39
N -0.5524 0.9627 0.4768 2.99 0.27 -0.56
H -1.9068 -1.6765 -0.4871 -0.11 0.74 -0.14
H -2.3360 1.3101 -0.6886 0.52 -0.03 -0.55
H 1.6364 1.9582 -0.9340 -0.17 -1.80 1.54
H 1.7540 -1.1437 -0.6665 -0.78 2.19 1.11
H 2.0641 -0.6564 1.0192 -1.46 1.20 -1.96
H -0.2222 -0.8625 1.5767 -0.01 -0.65 0.92



12
Properties=species:S:1:pos:R:3:forces:R:3 method="wB97M-V/def2-TZVPD" relative_energy_kcal_mol=68.1 fmax_ha_per_bohr=0.0592 multiplicity=1 total_energy_ev=-6762.22620 total_charge=+1 homo_lumo_gap_ev=7.82
C -0.2101 -0.8010 0.0180 0.49 0.15 -0.06
C 0.4729 0.4421 0.0067 -0.21 -0.15 0.07
C -1.6542 -0.5765 -0.0050 -0.23 -0.31 0.09
C -0.7404 1.4042 0.0009 0.26 0.01 -0.04
C 1.8831 0.5889 0.0080 -3.04 -0.19 0.05
N -1.8980 0.8442 0.0184 1.97 0.52 -0.04
H 0.2308 -1.7839 0.0168 0.22 -0.20 0.03
H -2.1378 -1.0300 -0.8849 0.19 -0.11 -0.06
H -2.1684 -1.0925 0.8235 0.17 -0.03 0.03
H -0.6202 2.4732 0.0012 -0.04 0.27 0.00
H 2.5142 -0.2777 0.1257 0.10 -0.16 -0.10
H 2.3389 1.5614 -0.0861 0.11 0.18 0.03